[1]
Computed, not measured: one molecule with the formula C23H32N2O5, with ωB97M-V/def2-TZVPD.

Properties
SMILES	CCOC(=O)C1(Cc2ccc(OC)cc2)CCN(C(=O)[C@@H]2CCCN2C(C)=O)CC1
lowest unoccupied orbital energy	0.0251	hartree
energy relative to the best compared isomer or geometry (same formula, charge and spin)	19.5	kcal/mol
E_HOMO	-8.302	eV

Geometry as ORCA input:
```
! RIJCOSX wB97M-V def2-TZVPD def2/J DEFGRID3
* xyz 0 1
C -0.37 -5.57 -0.55
C -1.23 -4.43 -1.10
H -2.24 -4.49 -0.68
H -1.27 -4.46 -2.19
O -0.66 -3.16 -0.78
C -0.94 -2.66 0.43
O -1.65 -3.21 1.24
C -0.21 -1.35 0.68
C -0.67 -0.76 2.01
H -0.52 -1.52 2.78
C 0.09 0.52 2.36
N 1.42 0.53 1.77
C 1.85 1.66 1.19
O 1.19 2.68 1.23
C 3.23 1.65 0.49
N 3.18 0.94 -0.78
C 3.85 -0.21 -0.97
O 4.42 -0.79 -0.06
C 3.81 -0.77 -2.38
H 2.80 -0.73 -2.79
H 4.15 -1.80 -2.35
H 4.48 -0.20 -3.03
C 2.75 1.84 -1.84
C 2.78 3.25 -1.21
H 3.21 3.98 -1.89
H 1.77 3.56 -0.95
C 3.59 3.07 0.07
H 3.32 3.80 0.82
H 4.66 3.13 -0.14
H 1.75 1.58 -2.19
H 3.44 1.78 -2.68
H 3.98 1.19 1.14
C 2.03 -0.78 1.76
H 3.08 -0.73 1.49
C 1.29 -1.71 0.79
H 1.41 -2.74 1.14
H 1.75 -1.66 -0.20
H 1.95 -1.18 2.78
H -0.44 1.40 1.99
H 0.18 0.62 3.45
H -1.74 -0.56 1.97
C -0.43 -0.38 -0.50
C -1.79 0.26 -0.51
C -2.94 -0.49 -0.73
C -4.19 0.10 -0.72
C -4.32 1.47 -0.49
C -3.18 2.23 -0.27
C -1.94 1.62 -0.28
H -1.06 2.23 -0.11
H -3.24 3.29 -0.09
O -5.60 1.95 -0.50
C -5.80 3.32 -0.26
H -6.87 3.48 -0.31
H -5.43 3.62 0.72
H -5.31 3.94 -1.03
H -5.08 -0.48 -0.90
H -2.87 -1.55 -0.92
H 0.32 0.41 -0.46
H -0.29 -0.94 -1.43
H -0.36 -5.54 0.54
H -0.78 -6.52 -0.87
H 0.65 -5.48 -0.92
*
```

natural (NBO) population analysis, charges in e, atoms 1 to 2: number 1, C, carries -0.6342; number 2, C, carries -0.0745

[2]
Computed, not measured: one molecule with the formula C22H21ClFN3O4, with ωB97M-V/def2-TZVPD.

Properties
SMILES	O=C(c1cc(COc2ccc(F)cc2Cl)on1)N1CCC(OCc2cccnc2)CC1
lowest unoccupied orbital energy	0.0222	hartree
energy relative to the best compared isomer or geometry (same formula, charge and spin)	2.5	kcal/mol
E_HOMO	-8.806	eV

Geometry as ORCA input:
```
! RIJCOSX wB97M-V def2-TZVPD def2/J DEFGRID3
* xyz 0 1
O 0.31 2.62 1.39
C 0.47 1.57 0.80
N 1.57 1.31 0.07
C 1.94 0.07 -0.57
H 2.25 0.30 -1.60
C 3.12 -0.57 0.16
H 2.83 -0.83 1.18
H 3.41 -1.48 -0.36
C 4.30 0.40 0.21
C 3.86 1.72 0.83
C 2.65 2.28 0.07
H 2.94 2.48 -0.96
H 2.28 3.19 0.54
H 3.59 1.55 1.88
H 4.67 2.45 0.81
O 4.76 0.57 -1.13
C 6.11 0.96 -1.24
C 7.08 -0.11 -0.81
C 8.21 0.18 -0.04
N 9.07 -0.73 0.35
C 8.86 -1.99 0.01
C 7.77 -2.40 -0.74
C 6.86 -1.44 -1.16
H 6.00 -1.70 -1.74
H 7.63 -3.44 -0.99
H 9.60 -2.70 0.36
H 8.42 1.19 0.26
H 6.25 1.17 -2.31
H 6.31 1.89 -0.68
H 5.11 -0.04 0.81
H 1.08 -0.60 -0.60
C -0.61 0.55 0.89
N -0.80 -0.50 0.13
O -1.94 -1.11 0.54
C -2.46 -0.42 1.57
C -1.66 0.65 1.84
H -1.77 1.41 2.58
C -3.72 -0.92 2.20
O -4.69 -1.35 1.27
C -5.25 -0.44 0.44
C -4.99 0.93 0.43
C -5.64 1.77 -0.46
C -6.55 1.23 -1.35
C -6.84 -0.12 -1.37
C -6.18 -0.95 -0.48
Cl -6.51 -2.64 -0.47
H -7.55 -0.52 -2.08
F -7.18 2.04 -2.22
H -5.44 2.83 -0.47
H -4.28 1.35 1.12
H -3.50 -1.82 2.79
H -4.12 -0.15 2.87
*
```

natural (NBO) population analysis, charges in e, atoms 1 to 2: number 1, O, carries -0.6257; number 2, C, carries 0.6480

[3]
Computed, not measured: C26H60F6Na2O18S2 as an isolated structure, with ωB97M-V/def2-TZVPD.

Properties
lowest unoccupied orbital energy	0.0019	hartree
energy relative to the best compared isomer or geometry (same formula, charge and spin)	0.0	kcal/mol
E_HOMO	-8.603	eV

Geometry as ORCA input:
```
! RIJCOSX wB97M-V def2-TZVPD def2/J DEFGRID3
* xyz 0 1
Na 2.84 -0.63 -0.28
Na -1.38 -4.00 -1.69
C -1.67 0.65 -0.39
F -1.46 0.25 0.88
F -2.96 0.51 -0.70
F -1.24 1.91 -0.46
S -0.62 -0.36 -1.54
O -1.33 -1.60 -1.85
O -0.34 0.46 -2.70
O 0.58 -0.66 -0.76
C 3.24 -4.91 -0.60
F 4.54 -4.78 -0.68
F 2.92 -6.20 -0.76
F 2.81 -4.53 0.62
S 2.30 -3.92 -1.90
O 2.47 -2.51 -1.61
O 2.95 -4.32 -3.15
O 0.91 -4.35 -1.70
C -0.37 2.76 3.28
O -0.51 4.09 2.88
C -0.33 4.20 1.48
C -0.20 5.64 1.06
O -0.59 5.70 -0.29
C -0.50 7.02 -0.81
H -0.64 2.61 4.33
H 0.68 2.45 3.37
H -0.92 2.03 2.69
H -1.19 3.75 0.98
H 0.53 3.58 1.18
H 0.79 6.06 1.23
H -0.82 6.25 1.73
H -0.94 7.78 -0.14
H -1.01 7.01 -1.77
H 0.55 7.31 -0.85
C -4.69 -3.07 -1.79
O -3.92 -4.07 -1.12
C -3.82 -3.81 0.28
C -2.90 -4.74 1.07
O -1.57 -4.55 0.65
C -0.66 -5.52 1.16
H -4.15 -2.15 -2.02
H -5.61 -2.92 -1.23
H -4.97 -3.55 -2.73
H -4.77 -3.68 0.79
H -3.28 -2.85 0.37
H -3.21 -5.78 0.89
H -3.02 -4.64 2.16
H -0.47 -5.40 2.23
H 0.25 -5.44 0.56
H -1.04 -6.53 0.98
C 3.31 2.07 1.73
O 3.11 1.75 0.36
C 3.78 2.60 -0.54
C 3.35 2.12 -1.92
O 3.92 0.85 -2.14
C 3.25 0.11 -3.16
H 4.34 2.21 2.06
H 2.82 1.25 2.24
H 2.75 2.97 2.01
H 4.87 2.65 -0.43
H 3.39 3.62 -0.48
H 3.68 2.82 -2.69
H 2.26 2.10 -1.91
H 2.19 0.04 -2.91
H 3.67 -0.86 -3.39
H 3.43 0.67 -4.09
C 6.38 -0.91 0.24
O 5.11 -1.16 0.80
C 5.20 -1.48 2.16
C 3.85 -2.03 2.69
O 2.80 -1.20 2.26
C 1.52 -1.79 2.27
H 7.13 -1.66 0.48
H 6.70 0.10 0.50
H 6.30 -0.91 -0.85
H 5.44 -0.57 2.72
H 5.95 -2.21 2.47
H 3.91 -2.14 3.78
H 3.65 -3.05 2.34
H 1.50 -2.79 1.84
H 0.84 -1.21 1.65
H 1.01 -1.78 3.24
C 0.65 2.65 -4.65
O -0.17 3.14 -5.67
C -1.57 3.01 -5.60
C -2.22 4.29 -5.03
O -1.87 4.50 -3.70
C -2.55 3.76 -2.70
H 0.31 2.89 -3.63
H 1.63 3.14 -4.72
H 0.95 1.60 -4.58
H -1.93 2.11 -5.08
H -1.84 2.91 -6.66
H -3.30 4.29 -5.24
H -1.70 5.09 -5.56
H -2.56 4.34 -1.79
H -1.90 2.89 -2.52
H -3.52 3.34 -2.95
C -3.05 -2.99 5.08
O -2.49 -1.74 4.77
C -2.40 -1.48 3.39
C -3.63 -0.89 2.72
O -4.76 -1.77 2.80
C -5.88 -1.16 2.21
H -3.97 -3.27 4.57
H -3.15 -3.10 6.16
H -2.32 -3.76 4.79
H -1.94 -2.34 2.89
H -1.68 -0.66 3.31
H -3.47 -0.83 1.64
H -3.85 0.11 3.09
H -6.63 -1.85 1.82
H -5.58 -0.58 1.32
H -6.30 -0.41 2.88
*
```

Löwdin population analysis, charges in e, atoms 1 to 2: number 1, Na, carries 0.3448; number 2, Na, carries 0.5324

[4]
Computed, not measured: a 2-piece molecular cluster, C4H14N2 overall, with ωB97M-V/def2-TZVPD.

Properties
SMILES	CCN.CNC
lowest unoccupied orbital energy	0.0442	hartree
energy relative to the best compared isomer or geometry (same formula, charge and spin)	33.8	kcal/mol
E_HOMO	-8.921	eV

Geometry as ORCA input:
```
! RIJCOSX wB97M-V def2-TZVPD def2/J DEFGRID3
* xyz 0 1
C 4.59 4.52 -1.15
C 4.38 3.84 -2.51
N 2.90 3.85 -2.80
H 4.08 5.49 -0.99
H 5.59 4.92 -0.94
H 4.09 3.95 -0.32
H 4.83 2.85 -2.45
H 4.92 4.36 -3.33
H 2.73 3.02 -3.36
H 2.54 3.64 -1.86
C -4.91 -4.04 1.12
N -4.41 -3.49 2.44
C -3.25 -4.25 2.83
H -4.08 -4.45 0.58
H -5.44 -3.35 0.42
H -5.69 -4.76 1.38
H -4.30 -2.52 2.18
H -2.40 -4.15 2.13
H -2.86 -4.06 3.83
H -3.29 -5.38 2.81
*
```

natural (NBO) population analysis, charges in e, atoms 1 to 2: number 1, C, carries -0.6439; number 2, C, carries -0.2254